1.
39
Properties=species:S:1:pos:R:3:forces:R:3:nbo_charge:R:1 method="wB97M-V/def2-TZVPD" homo_energy_ev=-9.132 lumo_ev=0.23
C -3.0123 -0.0965 -2.4280 -0.2 -0.5 -0.9 -0.757
S -1.4494 -0.1841 -1.5439 0.2 -0.2 0.1 0.161
C -0.7214 -1.7456 -2.1220 0.0 -1.5 1.3 -0.764
H -3.6444 -0.9693 -2.2570 0.2 -0.2 0.0 0.218
H -2.8978 0.0505 -3.5186 0.1 -0.2 0.5 0.216
H -3.5932 0.7315 -2.0624 0.0 0.6 0.3 0.232
H 0.2112 -1.9472 -1.5107 -1.2 0.5 -0.6 0.262
H -1.3953 -2.6509 -1.9347 0.7 1.4 -0.2 0.219
H -0.4329 -1.7417 -3.1571 0.0 0.2 -0.5 0.213
O -2.3900 -0.1016 2.0760 -0.7 -0.9 0.2 -0.975
H -2.0702 0.7968 2.0103 0.3 0.9 0.0 0.501
H -2.6807 -0.3125 1.1884 0.0 -0.2 -0.3 0.476
O 1.1032 1.1042 2.6760 -2.8 -0.6 3.2 -0.973
H 1.6214 1.3162 1.9687 2.3 1.1 -3.1 0.479
H 0.2333 1.5922 2.5606 1.0 -0.5 -0.1 0.504
O 2.2659 1.9549 -0.2887 -0.8 3.1 2.0 -0.978
H 2.3196 1.0517 -0.4536 0.4 -2.9 -0.7 0.495
H 2.6611 2.3879 -1.0339 0.3 0.2 -0.8 0.505
O 2.5177 1.4544 -2.9268 3.2 0.5 2.2 -0.978
H 2.5520 0.6118 -2.4477 -0.1 -0.1 -0.1 0.495
H 1.8349 1.3995 -3.5061 -3.1 -0.2 -2.7 0.462
O -0.1619 3.1166 -0.3306 0.6 -0.3 0.3 -0.978
H -0.5775 2.7799 -1.1261 -0.2 -0.1 -0.2 0.485
H 0.7358 2.6621 -0.3178 -0.5 0.3 0.0 0.514
O 1.3582 -2.1599 0.4876 0.1 0.3 0.1 -1.024
H 0.8679 -1.7478 1.2504 0.1 -0.1 -0.5 0.508
H 1.0316 -3.0716 0.5126 0.0 0.0 -0.1 0.513
O -0.0651 -1.3000 2.5886 3.2 0.4 0.7 -1.042
H -0.9401 -0.9822 2.4622 -1.7 0.9 -0.3 0.503
H 0.5355 -0.4742 2.7363 -1.3 -1.2 -0.2 0.520
O -1.1947 2.2863 1.9565 0.9 -0.5 -2.2 -1.017
H -0.8543 2.6458 1.0289 -0.5 -0.4 1.3 0.526
H -1.4330 3.0175 2.4856 -0.5 1.4 0.8 0.487
O 2.7372 -0.5191 -1.1287 -0.8 -1.3 0.8 -1.029
H 2.1445 -1.1645 -0.5814 1.0 0.6 -0.7 0.535
H 3.6437 -0.8259 -1.0111 -0.1 0.0 0.1 0.492
O -0.2752 -3.8516 1.7448 -0.9 -3.3 -1.6 -0.963
H -0.2124 -3.0501 2.1772 0.5 3.0 1.9 0.488
H -1.2304 -3.9811 1.7005 0.2 -0.3 -0.1 0.469

=====

2.
23
Properties=species:S:1:pos:R:3:forces:R:3:nbo_charge:R:1 method="wB97M-V/def2-TZVPD" homo_energy_ev="-14.267 / -14.116" charge=+1 multiplicity=2 lumo_ev="-4.51 / -8.48"
O -2.3588 -0.7347 1.7662 0.0 0.4 -0.2 -0.462
C -1.2499 -0.4858 2.1548 -0.2 -1.1 -0.6 0.413
C -0.0195 -0.8185 1.3299 1.2 0.0 -0.2 -0.491
C 0.5846 0.4977 0.7060 -2.4 0.3 -0.1 -0.482
C -0.5551 1.0425 -0.1227 1.6 0.3 2.1 0.102
C -1.1467 0.4048 -1.1775 -1.3 0.1 -2.3 0.124
C -2.3708 0.9083 -1.8524 1.2 1.2 0.6 -0.708
H -1.0763 -0.0911 3.1564 0.1 0.3 0.4 0.148
H 0.6800 -1.3477 1.9844 0.3 0.5 0.1 0.257
H -0.1644 -1.5315 0.5186 -0.7 0.0 0.1 0.244
H 0.7576 1.2290 1.4860 0.5 0.1 0.1 0.240
H 1.4365 0.3380 0.0586 0.1 -0.5 0.3 0.266
H -0.9763 1.9557 0.2812 -0.3 0.2 -0.4 0.229
H -0.7073 -0.4354 -1.7131 0.3 -0.2 0.6 0.245
H -3.1007 0.0908 -1.8369 -0.2 0.5 -0.6 0.295
H -2.0154 1.2749 -2.8359 -0.2 -1.2 -0.5 0.302
H -2.6846 1.9112 -1.5184 -0.5 -0.8 0.9 0.250
H 2.7393 -0.7217 -2.4354 -0.3 0.7 0.5 0.500
H 2.1032 0.4802 -1.5923 0.6 -0.4 0.1 0.448
O 2.2037 0.0920 -2.4581 -0.4 -0.2 -0.9 -0.940
H 3.2987 0.1983 0.3144 0.5 -0.4 -1.2 0.454
H 3.2263 -0.8462 1.1953 0.1 -1.4 -0.3 0.472
O 3.2440 -0.7785 0.2203 -0.1 1.7 1.6 -0.906

=====

3.
65
Properties=species:S:1:pos:R:3:forces:R:3:nbo_charge:R:1 method="wB97M-V/def2-TZVPD" homo_energy_ev="-12.376 / -13.570" charge=+2 multiplicity=5 lumo_ev="-6.83 / -8.63"
Pd 0.0677 -0.2732 0.2350 0.6 -0.2 0.5 0.748
F -3.5511 -3.5994 -1.1755 0.1 0.0 0.1 -0.313
C -4.2699 -2.5393 -0.7613 -0.1 -0.3 -0.4 0.973
F -4.3645 -1.6999 -1.7953 0.0 0.2 0.0 -0.300
F -5.4855 -2.9738 -0.4674 -0.2 0.1 0.2 -0.291
C -3.5908 -1.8865 0.4180 0.2 0.0 -0.2 -0.127
C -4.1847 -1.7908 1.6664 0.2 0.1 0.0 -0.104
C -3.4682 -1.2005 2.7030 -0.2 -0.2 -0.2 -0.186
C -2.1817 -0.7447 2.4700 0.1 -0.1 -0.1 0.072
N -1.6115 -0.8393 1.2718 -1.2 -0.3 0.8 -0.487
C -2.3005 -1.3773 0.2436 -0.5 -0.2 0.2 0.005
S -1.3930 -1.3095 -1.2402 -0.8 -0.4 -0.3 0.309
H -5.1844 -2.1653 1.8297 -0.1 0.0 0.0 0.269
H -3.9048 -1.1002 3.6806 -0.1 0.0 0.2 0.257
H -1.5972 -0.2995 3.2655 0.0 0.0 -0.1 0.216
C -0.4639 7.8164 2.2377 -0.5 0.1 -0.5 -0.264
O 0.5881 7.5073 3.1290 0.6 -0.1 0.4 -0.441
C 1.6755 6.8681 2.7216 0.3 -0.3 0.0 0.384
C 1.8853 6.3885 1.4129 -0.4 0.2 0.0 -0.259
C 3.0177 5.6910 1.0977 0.1 -0.5 0.4 -0.170
C 3.9706 5.3720 2.1007 -1.4 0.3 -0.3 0.034
C 3.7969 5.9196 3.3954 0.2 0.1 -0.1 -0.151
C 2.6814 6.6481 3.6946 -0.2 0.1 -0.1 -0.237
N 4.9907 4.5529 1.8449 1.3 -0.7 -0.5 -0.054
N 5.1469 3.7386 0.9040 0.8 0.9 0.5 -0.046
C 4.4048 2.7071 0.5500 -1.0 -0.3 0.1 0.111
C 4.5464 2.1790 -0.7589 0.0 -0.1 0.2 -0.105
C 3.6056 1.3394 -1.2877 -0.2 0.0 0.1 -0.294
C 2.4533 0.9746 -0.5471 -0.7 -0.7 -1.7 0.425
O 1.4758 0.3116 -1.0901 2.3 1.5 -0.4 -0.682
C 2.3839 1.3349 0.8312 0.3 0.5 1.7 0.080
N 1.3411 0.8434 1.5624 0.8 0.6 0.2 -0.484
C 1.2445 1.1583 2.8486 -0.1 -0.2 -0.5 0.073
C 2.1980 1.9279 3.5003 0.8 0.3 -0.2 -0.212
C 3.2879 2.4099 2.7858 -0.6 -0.3 0.7 -0.118
C 3.3803 2.1573 1.4207 -0.7 -0.1 -0.9 -0.068
H -1.2041 8.3481 2.8321 0.1 0.0 -0.1 0.227
H -0.9185 6.9123 1.8211 0.1 0.0 0.1 0.183
H -0.1254 8.4552 1.4191 0.1 0.0 0.1 0.198
H 1.1379 6.5463 0.6524 0.0 0.2 -0.1 0.234
H 3.1860 5.3293 0.0947 -0.1 0.0 -0.1 0.229
H 4.5566 5.7437 4.1390 0.1 0.0 0.1 0.246
H 2.5349 7.0650 4.6783 0.0 0.0 0.1 0.252
H 5.3840 2.5069 -1.3531 0.1 0.1 -0.1 0.257
H 3.6840 0.9821 -2.3029 0.0 0.0 -0.1 0.256
H 0.3972 0.7560 3.3930 0.1 0.0 -0.1 0.204
H 2.1018 2.1324 4.5543 0.0 0.0 0.1 0.250
H 4.0759 2.9438 3.2965 -0.1 0.1 0.0 0.247
C 0.3912 -4.0605 -0.5688 -0.4 0.3 -0.1 -0.653
Te 1.8401 -2.4568 -0.3955 -0.1 -1.3 0.4 0.883
C 2.7218 -3.8490 1.0369 0.1 0.4 0.4 -0.626
C 2.2174 -5.2142 0.6755 -0.6 0.0 -0.6 -0.103
C 2.8516 -6.3650 1.1175 0.0 0.0 0.0 -0.180
C 2.3397 -7.6076 0.7826 -0.2 0.0 -0.1 -0.180
C 1.1966 -7.7067 -0.0050 0.2 0.0 0.1 -0.179
C 0.5703 -6.5616 -0.4662 0.1 0.0 0.0 -0.217
C 1.0731 -5.3159 -0.1253 0.7 0.0 0.3 0.011
H 0.0255 -4.1136 -1.5957 0.1 0.1 0.0 0.253
H -0.4607 -3.8424 0.0866 0.1 0.2 -0.1 0.229
H 2.4213 -3.5800 2.0559 0.0 0.2 -0.2 0.243
H 3.8101 -3.7837 0.9833 -0.1 0.2 -0.1 0.253
H 3.7488 -6.2887 1.7104 0.1 0.0 0.1 0.224
H 2.8423 -8.5008 1.1173 0.0 -0.1 0.1 0.236
H 0.8070 -8.6756 -0.2714 0.0 -0.1 0.0 0.236
H -0.2996 -6.6295 -1.0991 -0.2 -0.1 -0.1 0.224

=====

4.
12
Properties=species:S:1:pos:R:3:forces:R:3:nbo_charge:R:1 method="wB97M-V/def2-TZVPD" homo_energy_ev=-9.104 lumo_ev=0.84
N -2.2186 0.0981 1.0836 0.1 -1.8 0.1 -0.379
C -1.3302 -0.5070 0.6259 -0.9 0.3 0.5 0.249
C 0.0350 -0.3977 0.1439 -0.3 -0.2 0.1 -0.027
N 1.0050 -0.1742 1.1848 -0.2 0.1 0.1 -0.809
C 0.6741 -0.2170 -1.2183 0.0 0.0 0.1 -0.341
C -0.3318 0.8121 -0.7510 -0.4 0.3 0.0 -0.417
H 0.5842 0.2375 2.0116 0.0 0.0 -0.1 0.373
H 1.4292 -1.0592 1.4566 -0.1 0.3 -0.1 0.373
H 0.3651 -0.8332 -2.0669 -0.1 0.5 0.2 0.233
H 1.7501 -0.0915 -1.1417 -0.2 0.0 0.1 0.246
H -0.7422 1.5444 0.0044 2.2 0.7 -1.3 0.281
H -1.2200 0.5878 -1.3328 -0.1 -0.1 0.2 0.217

=====

5.
110
Properties=species:S:1:pos:R:3:forces:R:3:lowdin_spin:R:1 method="wB97M-V/def2-TZVPD" homo_energy_ev="-8.564 / -8.468" charge=+1 multiplicity=2 lumo_ev="-3.54 / -3.46"
Ru -0.1536 -0.2734 -0.5239 -1.1 1.6 -0.6 0.833
C -1.9571 -3.2074 3.8683 0.1 0.2 0.0 0.000
C -1.3581 -2.7062 2.5536 0.4 -0.1 -0.1 -0.001
C -1.1241 -3.8336 1.5504 0.0 0.0 0.0 0.000
P 0.1296 -1.6775 2.8804 -1.0 0.3 0.7 -0.001
C 1.1671 -2.3991 4.2122 0.0 0.2 -0.4 0.000
C 2.2974 -1.4343 4.5933 0.0 -0.1 0.0 0.000
C 1.7033 -3.7885 3.8502 -0.1 0.0 0.0 0.000
C -0.4963 -0.0901 3.4243 0.3 -0.5 -0.3 -0.001
C -0.6504 0.0457 4.8129 -0.1 0.2 0.3 0.000
C -1.2061 1.1657 5.3835 0.1 -0.3 0.3 -0.001
C -1.6406 2.1908 4.5451 0.0 0.1 -0.3 0.000
C -1.5090 2.0841 3.1832 0.0 0.2 0.2 0.000
C -0.9396 0.9461 2.5507 -0.3 0.1 -0.7 -0.002
N -0.9274 0.8555 1.1971 0.5 -1.0 0.4 0.000
C -1.1657 1.9549 0.3747 -0.3 0.5 -0.1 0.005
C -0.4936 3.1794 0.5164 0.0 -0.2 0.0 0.026
C -0.7904 4.2460 -0.3099 0.0 0.1 -0.1 0.001
C -1.7584 4.1223 -1.3005 0.1 0.1 0.0 0.026
C -2.3912 2.9039 -1.4936 0.0 0.0 0.0 0.001
C -2.1056 1.8108 -0.6809 -0.1 0.0 0.1 0.028
P -2.6086 0.0757 -0.9785 1.1 0.0 0.1 -0.009
C -4.0500 -0.3329 0.1312 0.3 -0.2 0.0 -0.002
C -4.2342 -1.8571 0.1337 0.0 0.1 -0.1 0.000
C -3.9576 0.2261 1.5452 0.0 0.0 -0.1 0.000
C -3.4611 -0.0090 -2.6338 0.3 0.0 0.1 -0.002
C -4.6849 0.8950 -2.8559 0.0 -0.1 0.1 -0.001
C -2.4700 0.1374 -3.7867 0.0 -0.1 0.1 0.000
H -2.9241 -3.6703 3.6731 0.0 0.0 0.0 0.000
H -2.1099 -2.3903 4.5773 -0.1 -0.1 0.0 0.000
H -1.3127 -3.9573 4.3303 0.0 0.0 0.0 0.000
H -2.0456 -1.9798 2.1063 0.1 0.0 0.0 0.000
H -0.3983 -4.5620 1.9137 -0.1 0.0 0.0 0.000
H -0.7773 -3.4401 0.5986 0.0 0.0 -0.1 0.000
H -2.0667 -4.3567 1.3781 0.0 0.0 0.0 0.000
H 0.4824 -2.5154 5.0574 0.0 0.0 -0.1 0.000
H 2.9812 -1.3048 3.7569 0.0 0.0 0.1 0.000
H 2.8588 -1.8576 5.4274 0.0 0.0 0.0 0.000
H 1.9215 -0.4577 4.8953 0.0 0.0 0.0 0.000
H 2.4836 -3.7160 3.0986 0.1 0.0 -0.1 0.000
H 0.9230 -4.4593 3.4902 0.1 0.0 0.1 0.000
H 2.1396 -4.2335 4.7449 0.0 0.0 0.0 0.000
H -0.3231 -0.7517 5.4677 0.0 0.1 0.0 0.000
H -1.3018 1.2424 6.4575 0.0 0.0 0.0 0.000
H -2.1002 3.0755 4.9671 0.0 0.0 0.0 0.000
H -1.8730 2.8808 2.5505 0.0 0.0 0.1 0.000
H 0.2624 3.2730 1.2866 0.0 0.0 0.0 0.001
H -0.2617 5.1827 -0.1838 0.0 0.0 0.0 -0.001
H -2.0074 4.9715 -1.9233 0.0 0.0 0.0 0.002
H -3.1158 2.8130 -2.2889 0.0 0.0 0.0 -0.001
H -4.9131 0.1259 -0.3517 -0.1 0.0 0.0 0.000
H -3.2872 -2.3655 0.3299 0.0 0.0 0.0 0.000
H -4.6091 -2.2200 -0.8244 0.0 0.0 0.0 0.000
H -4.9491 -2.1495 0.9041 0.0 0.0 0.0 0.000
H -3.1383 -0.2208 2.1061 0.0 0.0 0.0 0.000
H -4.8887 0.0106 2.0727 0.0 0.0 0.0 0.000
H -3.8205 1.3081 1.5370 0.1 0.0 0.1 0.000
H -3.7950 -1.0526 -2.6252 0.0 0.0 0.0 0.000
H -4.4157 1.7570 -3.4649 0.0 0.0 0.0 0.000
H -5.1329 1.2664 -1.9352 0.0 0.0 0.0 0.000
H -5.4548 0.3467 -3.3987 0.0 0.0 0.0 0.000
H -2.1642 1.1805 -3.8988 0.0 0.0 0.0 0.000
H -2.9285 -0.1882 -4.7223 0.0 0.1 0.0 0.000
H -1.5828 -0.4683 -3.6249 -0.1 0.0 0.0 0.000
Br -1.2635 -3.0653 -2.7863 0.2 -0.1 0.0 0.004
C 0.5358 -2.9409 -2.1710 -0.6 0.0 -0.1 0.010
C 1.5333 -3.5075 -2.9247 0.9 0.2 0.5 0.002
C 2.8476 -3.4349 -2.4024 -0.6 -0.4 -1.0 0.010
C 3.0568 -2.9179 -1.1591 -0.5 0.7 1.3 0.001
C 1.9534 -2.4173 -0.4155 -0.5 -1.1 -3.3 0.015
N 0.6951 -2.3524 -0.9942 0.8 0.4 1.4 0.034
C 2.1552 -2.0035 0.9127 0.1 1.7 3.4 0.007
O 3.1574 -1.9249 1.5763 -1.3 -0.5 -1.2 0.010
O 0.8792 -1.4971 1.5147 1.7 -1.0 -0.3 -0.002
H 1.3149 -3.9847 -3.8668 0.0 0.0 0.0 0.000
H 3.6718 -3.8206 -2.9878 0.0 0.0 0.1 0.001
H 4.0346 -2.8857 -0.6980 0.0 0.0 -0.1 0.000
S 4.3104 1.6146 -0.9400 -0.1 0.0 0.1 0.000
C 2.8706 0.6634 -0.9442 0.4 0.1 0.1 0.000
N 2.1251 0.7286 0.1080 -0.5 -0.7 -0.6 0.003
C 2.6981 1.5596 1.0618 0.3 0.3 0.1 0.000
C 2.2279 1.7964 2.3523 -0.1 -0.1 0.0 0.000
C 2.9263 2.6536 3.1759 0.0 0.0 0.0 0.000
C 4.0947 3.2848 2.7388 0.1 0.0 -0.1 0.000
C 4.5970 3.0407 1.4768 0.1 0.1 0.0 0.000
C 3.8975 2.1669 0.6526 -0.2 -0.2 -0.1 0.000
H 2.6442 0.0294 -1.7878 -0.1 0.1 0.0 0.000
H 1.3367 1.2917 2.6930 0.1 0.1 0.0 0.000
H 2.5707 2.8342 4.1822 0.0 0.0 0.0 0.000
H 4.6180 3.9623 3.4002 0.0 0.0 0.0 0.000
H 5.5147 3.5029 1.1382 0.0 0.0 0.0 0.000
O 0.6232 0.1752 -2.6959 -0.1 -0.4 -0.2 0.007
C 0.5193 0.9169 -3.6690 0.1 0.1 0.4 0.000
C 0.6327 2.4123 -3.5588 0.2 0.0 0.0 0.000
C 1.8430 2.8193 -4.4421 0.0 -0.1 0.1 0.000
C 2.9921 1.7814 -4.5008 -0.1 0.0 -0.2 0.000
C 2.8664 0.6692 -5.5635 -0.1 -0.1 0.2 0.000
C 1.7510 -0.3456 -5.2742 0.1 0.3 -0.1 0.000
N 0.5341 0.4103 -4.9384 -0.1 -0.3 -0.2 -0.001
H 0.8075 2.6481 -2.5081 -0.1 0.0 0.0 0.000
H -0.2704 2.9378 -3.8741 0.0 -0.1 0.0 0.000
H 2.2368 3.7588 -4.0535 0.0 0.0 0.0 0.000
H 1.5043 3.0222 -5.4611 0.0 0.1 0.0 0.000
H 3.1251 1.3281 -3.5149 0.0 0.0 0.0 0.000
H 3.9149 2.3226 -4.7134 0.0 0.0 0.0 0.000
H 3.8203 0.1423 -5.6377 0.0 0.0 -0.1 0.000
H 2.6792 1.1327 -6.5373 0.0 0.0 0.0 0.000
H 1.9967 -0.9719 -4.4175 0.0 0.0 0.0 0.000
H 1.5635 -0.9917 -6.1304 0.0 0.0 0.0 0.000
H 0.3382 1.1086 -5.6428 0.1 0.1 0.0 0.000

=====

The records above yield relative energy (zero: lowest compared OMol25 entry of this formula, charge and spin) values of 29.15; 22.97; 39.66; 406.83; 247.35 kJ/mol, respectively.